The following is a quantum chemistry calculation of a molecular structure, C12H10F3N2STe4V at a distorted geometry, from the Open Molecules 2025 dataset.

As for the expectation value of S²: 1.047. For the energy above the lowest of the compared OMol25 structures with the same formula, charge and spin, the calculation gives 483.02 kJ/mol. As for the HOMO energy (spin up / spin down): -3.107 / -3.110 eV. The total charge is -1. Its spin multiplicity is 2. The calculation puts the HOMO-LUMO gap (spin up / spin down) at 4.84 / 4.47 eV. The value obtained for the maximum force is 5.2 eV/Å.

Structure (XYZ):
```
33
Properties=species:S:1:pos:R:3:mulliken_spin:R:1
V -1.0960 0.8984 0.0250 1.315
Te -0.7226 2.1485 -5.1929 -0.003
Te -0.4607 2.3658 -7.8367 0.002
Te 1.3366 1.0002 -3.6697 -0.005
Te -0.7942 1.6146 -2.2173 -0.020
F 2.5712 0.6200 1.3323 -0.001
C 2.7600 -0.7090 1.2372 0.011
F 2.0695 -1.2202 2.3194 0.000
F 4.0614 -0.9331 1.5089 0.001
C 2.3259 -1.3158 -0.0264 -0.034
C 2.9824 -2.3289 -0.6760 -0.102
C 2.1118 -2.8877 -1.6684 -0.035
C 0.9055 -2.2493 -1.6084 -0.048
N 0.0476 -0.3791 -0.2826 -0.208
C 0.9877 -1.2191 -0.5963 -0.032
S 0.3879 2.4417 -0.3214 0.027
H 3.9943 -2.6455 -0.4715 -0.012
H 2.3773 -3.6823 -2.3493 -0.006
H 0.0267 -2.4278 -2.2092 0.003
N -0.2846 0.4240 3.2742 0.007
C -1.1432 0.6289 2.2288 -0.027
C -1.5091 1.9428 1.8529 0.005
C -2.6044 2.1762 0.9607 0.049
C -3.2725 1.0821 0.3749 0.034
C -2.8295 -0.2373 0.6441 -0.040
C -1.7554 -0.4642 1.5497 0.119
H 0.3178 1.1887 3.5296 -0.001
H 0.1514 -0.4809 3.3384 0.000
H -1.0526 2.7745 2.3697 0.005
H -2.9455 3.1874 0.7983 0.000
H -4.1469 1.2448 -0.2389 -0.006
H -3.3436 -1.0872 0.2206 0.004
H -1.4540 -1.4711 1.8003 -0.005
```

The following is a quantum chemistry calculation of a molecular structure, C42H32F5N4O4PS2SbTi, from the Open Molecules 2025 dataset.

As for the expectation value of S²: 0.759. For the energy above the lowest of the compared OMol25 structures with the same formula, charge and spin, the calculation gives 42.46 kJ/mol. As for the HOMO energy (spin up / spin down): -13.502 / -13.624 eV. The total charge is +2. Its spin multiplicity is 2. The calculation puts the HOMO-LUMO gap (spin up / spin down) at 7.07 / 6.55 eV. The value obtained for the maximum force is 0.5 eV/Å.

Structure (XYZ):
```
92
Properties=species:S:1:pos:R:3:mulliken_spin:R:1
Ti -0.7889 -0.9409 -0.0917 0.156
C -3.8307 0.1666 -0.7340 0.010
C -3.2568 0.8274 0.4825 -0.006
C -3.9921 1.8149 1.1241 0.001
C -3.4524 2.4659 2.2113 0.000
C -2.2034 2.0758 2.6716 -0.001
C -1.5157 1.0476 2.0462 0.005
N -2.0421 0.4640 0.9418 0.007
Sb 0.0223 0.2548 3.3803 -0.001
C 2.0458 0.8481 2.9407 0.000
C 2.7064 1.0713 4.1452 0.000
C 4.0510 1.4258 4.1105 0.000
C 4.6693 1.5394 2.8844 0.000
C 3.9309 1.3034 1.7215 0.000
C 4.5602 1.4064 0.3650 0.000
N 2.6389 0.9719 1.7588 0.000
C -0.2695 -1.7718 2.6720 -0.003
C 0.2708 -2.7640 3.4730 0.002
C -0.2704 -4.0404 3.4285 -0.005
C -1.3984 -4.2578 2.6590 0.007
C -1.8978 -3.2396 1.8569 -0.030
C -3.1631 -3.4559 1.0857 0.009
N -1.2784 -2.0403 1.8147 0.018
H -4.1596 0.9117 -1.4574 0.000
H -3.1364 -0.4922 -1.2465 -0.002
H -4.7008 -0.4298 -0.4523 -0.001
H -4.9717 2.0704 0.7411 0.000
H -3.9972 3.2576 2.7097 0.000
H -1.7840 2.5462 3.5517 0.000
H 2.1941 0.9803 5.0955 0.000
H 4.5964 1.6057 5.0280 0.000
H 5.7157 1.8063 2.8122 0.000
H 5.6390 1.5383 0.4260 0.000
H 4.3479 0.5009 -0.2039 0.000
H 4.1395 2.2553 -0.1802 0.000
H 1.0845 -2.5353 4.1500 0.000
H 0.1448 -4.8364 4.0342 0.000
H -1.9095 -5.2115 2.6728 0.001
H -3.9675 -3.6435 1.8004 0.000
H -3.4388 -2.5966 0.4868 0.000
H -3.0942 -4.3312 0.4383 -0.001
O 0.3592 -1.1720 -2.3068 0.006
S 1.5813 -0.7698 -1.6218 0.003
O 2.6950 -1.6476 -1.5794 -0.001
O 1.0356 -0.4709 -0.1776 -0.010
C 2.0030 0.8011 -2.2514 0.002
C 3.2670 1.0078 -2.7752 0.001
C 3.5479 2.2283 -3.3719 0.000
C 2.5678 3.2065 -3.4324 0.000
C 1.3038 2.9781 -2.9009 -0.001
C 0.9941 1.7595 -2.3121 -0.003
P -0.6817 1.5252 -1.5907 -0.001
C -0.7053 2.9231 -0.4355 -0.004
C 0.4154 3.0551 0.3928 0.001
C 0.4806 4.0798 1.3218 0.000
C -0.5680 4.9861 1.4348 0.000
C -1.6888 4.8478 0.6301 0.000
C -1.7651 3.8136 -0.2960 0.000
C -1.7951 1.8061 -2.9809 0.001
C -2.1337 3.0640 -3.4816 -0.001
C -2.9284 3.1666 -4.6129 0.000
C -3.3807 2.0220 -5.2560 0.000
C -3.0385 0.7676 -4.7696 0.001
C -2.2532 0.6586 -3.6331 0.004
H 4.0082 0.2204 -2.7245 0.000
H 4.5269 2.4122 -3.7936 0.000
H 2.7824 4.1578 -3.9018 0.000
H 0.5596 3.7624 -2.9498 0.000
H 1.2443 2.3586 0.3175 0.000
H 1.3596 4.1781 1.9473 0.000
H -0.5087 5.7998 2.1466 0.000
H -2.5054 5.5549 0.7099 0.000
H -2.6540 3.7195 -0.9060 0.000
H -1.7751 3.9668 -3.0056 0.000
H -3.1898 4.1441 -4.9971 0.000
H -3.9999 2.1100 -6.1394 0.000
H -3.3802 -0.1250 -5.2773 0.000
H -1.9794 -0.3229 -3.2633 -0.002
F 3.2697 -7.4420 1.7321 0.003
C 2.5169 -6.6664 0.9835 0.026
C 2.4637 -5.3046 1.2384 -0.006
F 3.1622 -4.7886 2.2418 -0.001
C 1.6784 -4.4837 0.4544 -0.016
F 1.6629 -3.1829 0.7343 -0.013
C 0.9065 -5.0064 -0.5773 0.024
S -0.1311 -4.0853 -1.6580 0.296
C 0.9744 -6.3786 -0.8158 0.043
F 0.2541 -6.9012 -1.8043 0.004
C 1.7737 -7.2099 -0.0540 -0.008
F 1.8188 -8.5071 -0.2972 -0.001
O -1.6935 -2.2200 -1.1021 0.067
N -0.6955 -2.9657 -0.5870 0.418
```

The following is a quantum chemistry calculation of a molecular structure, C25H36AlBN9O5, from the Open Molecules 2025 dataset.

As for the HOMO energy: -11.680 eV. The total charge is +1. Its spin multiplicity is 1. The calculation puts the HOMO-LUMO gap at 9.59 eV. The value obtained for the maximum force is 0.5 eV/Å.

Structure (XYZ):
```
77
Properties=species:S:1:pos:R:3:nbo_charge:R:1
Al -0.2886 0.4642 0.2268 2.006
C -0.7407 -3.7078 2.3118 -0.614
C 0.1231 -2.4541 2.5016 -0.276
C 1.1273 -2.6816 3.6443 -0.611
C -0.7416 -1.2658 2.8153 0.222
C -1.4595 -1.0585 3.9939 -0.346
C -2.0555 0.1800 3.8469 0.047
N -1.7333 0.6643 2.6480 -0.294
N -0.9217 -0.2219 1.9900 -0.478
B -2.1658 2.0135 2.0237 0.528
N -0.9085 2.8334 1.6663 -0.303
C -0.5871 4.0922 1.9668 0.043
C 0.5592 4.4289 1.2740 -0.342
C 0.9072 3.2874 0.5473 0.243
N 0.0096 2.3190 0.7933 -0.497
C 2.0922 3.1124 -0.3560 -0.255
C 3.3781 3.1786 0.4830 -0.601
C 2.1053 4.1857 -1.4467 -0.595
N -2.8747 1.6854 0.7077 -0.318
C -4.0707 2.1034 0.3006 0.036
C -4.3017 1.5831 -0.9499 -0.335
C -3.1760 0.8228 -1.2702 0.242
N -2.2764 0.8930 -0.2472 -0.471
C -3.0837 0.0640 -2.5709 -0.256
C -2.1531 0.7612 -3.5900 -0.608
C -2.8065 -1.4284 -2.3462 -0.600
H -0.1188 -4.5716 2.0537 0.201
H -1.5046 -3.5630 1.5392 0.223
H -1.2678 -3.9491 3.2375 0.231
H 0.6568 -2.2417 1.5760 0.241
H 0.6167 -3.0837 4.5232 0.227
H 1.6010 -1.7484 3.9676 0.203
H 1.8941 -3.4071 3.3542 0.218
H -1.5246 -1.7167 4.8480 0.244
H -2.6958 0.7408 4.5128 0.242
H -2.8761 2.6184 2.7778 -0.008
H -1.2012 4.6770 2.6370 0.238
H 1.0735 5.3784 1.2850 0.246
H 2.0014 2.1412 -0.8405 0.225
H 3.4453 4.1470 0.9846 0.221
H 4.2620 3.0777 -0.1534 0.215
H 3.3996 2.4058 1.2573 0.202
H 2.1906 5.1841 -1.0095 0.207
H 1.1968 4.1469 -2.0513 0.226
H 2.9604 4.0315 -2.1084 0.221
H -4.6776 2.7383 0.9322 0.235
H -5.1800 1.7152 -1.5645 0.243
H -4.0867 0.1265 -2.9851 0.218
H -1.2578 1.1640 -3.1250 0.223
H -2.6784 1.5923 -4.0663 0.216
H -1.8467 0.0617 -4.3735 0.230
H -2.0595 -1.5737 -1.5778 0.193
H -2.4643 -1.9013 -3.2692 0.231
H -3.7159 -1.9366 -2.0150 0.216
O 1.7497 -3.7538 -4.8541 -0.648
C 0.7906 -3.0040 -4.2821 0.786
O 0.0162 -2.3838 -4.9439 -0.522
C 0.7375 -3.0086 -2.7866 -0.247
C 0.5200 -4.0765 -1.9537 -0.004
N 0.3480 -3.5663 -0.7160 -0.321
N 0.4271 -2.2309 -0.6877 -0.273
C 0.6685 -1.8862 -1.9430 0.046
C 0.8009 -0.4330 -2.2802 0.787
O 1.4250 -0.0743 -3.2450 -0.559
O 0.1614 0.3774 -1.4609 -0.919
H 2.3215 -4.1474 -4.1910 0.485
H 0.4417 -5.1374 -2.1573 0.242
H 0.1389 -4.0687 0.1273 0.425
C 3.5501 -0.1660 -0.5517 -0.732
C 2.6948 -0.4319 0.6548 0.762
N 3.2667 -1.1173 1.6422 -0.761
O 1.5242 -0.0323 0.7933 -0.748
H 4.2613 -0.9773 -0.7085 0.238
H 4.1128 0.7539 -0.3837 0.266
H 2.9554 -0.0286 -1.4511 0.271
H 4.2246 -1.4117 1.5755 0.415
H 2.7637 -1.3035 2.4924 0.420
```

The following is a quantum chemistry calculation of 2 unconnected molecules or ions with the total composition C8H19FN2O6S, from the Open Molecules 2025 dataset.

For the energy above the lowest of the compared OMol25 structures with the same formula, charge and spin, the calculation gives 0.00 kJ/mol. As for the HOMO energy: -9.377 eV. Its spin multiplicity is 1. The calculation puts the HOMO-LUMO gap at 9.96 eV. The value obtained for the maximum force is 0.7 eV/Å.

Structure (XYZ):
```
37
Properties=species:S:1:pos:R:3:nbo_charge:R:1
C -3.6840 1.1018 -1.7621 -0.414
N -2.8546 2.3207 -1.8693 -0.710
C -1.3966 2.0766 -1.9492 0.083
O -0.9925 0.9238 -1.2863 -0.533
C -0.7084 1.0991 0.0929 0.234
O 0.1241 0.0613 0.4720 -0.535
C -0.3432 -0.7003 1.5863 -0.080
C -0.3593 0.1140 2.8686 -0.092
O -0.5112 -0.7735 3.9651 -0.713
S -3.2903 3.4825 -0.8092 2.541
O -2.3296 3.6463 0.2274 -0.928
O -4.6699 3.3507 -0.4945 -0.902
F -3.1235 4.7257 -1.7240 -0.471
H -3.7845 0.7555 -0.7366 0.200
H -3.2486 0.3428 -2.4007 0.225
H -4.6793 1.3296 -2.1329 0.225
H -1.1527 1.9287 -3.0002 0.194
H -0.8492 2.9545 -1.6061 0.195
H -1.6443 1.1069 0.6611 0.143
H -0.2123 2.0617 0.2531 0.158
H -1.3458 -1.0717 1.3615 0.166
H 0.3508 -1.5282 1.7108 0.214
H 0.5507 0.7133 2.9448 0.174
H -1.1994 0.8149 2.8443 0.157
H -1.1864 -0.4225 4.5372 0.473
C 4.3216 -3.6680 0.3680 -0.721
C 3.6325 -2.3862 0.7790 0.674
O 3.5948 -2.0181 1.9411 -0.630
N 3.0459 -1.6501 -0.2012 -0.620
C 2.9817 -1.9303 -1.6216 -0.410
H 4.7336 -4.1348 1.2566 0.245
H 3.6143 -4.3554 -0.0973 0.224
H 5.1318 -3.4641 -0.3329 0.224
H 2.5983 -0.8108 0.1368 0.410
H 3.4528 -1.1248 -2.1878 0.195
H 1.9416 -2.0119 -1.9421 0.200
H 3.4911 -2.8595 -1.8529 0.207
```

no.,calculated total energy (eV)
1,-89434.6734
2,-132408.2040
3,-57435.1222
4,-37420.9024